(1)
Computed, not measured: C26H56InO4 as an isolated structure, with ωB97M-V/def2-TZVPD.

The net charge is -1. The electronic energy is -41232.3827 eV. The LUMO energy comes out at 0.09785 Eh. The calculation puts the gap between HOMO and LUMO at 7.06 eV.

Last column: Mulliken charge in e.
Element x y z (Å)
C 1.602 -1.341 3.179  -0.489
O 2.928 -1.574 3.629  -0.485
C 3.510 -2.767 3.150  -0.761
C 3.625 -2.884 1.619  -0.761
C 2.577 -3.774 0.913  -0.538
C 2.006 -3.195 -0.397  -1.628
C 0.535 -2.773 -0.314  1.601
C -0.462 -3.943 -0.490  -0.879
C -1.541 -4.083 0.610  -0.220
C -2.976 -4.109 0.073  -1.420
C -3.618 -2.721 -0.032  0.524
C -4.173 -2.197 1.311  -1.396
In -3.438 -0.163 1.858  0.849
O -1.978 0.272 0.413  -0.746
C -0.687 0.580 0.814  0.144
C -0.296 2.010 0.445  0.814
C 1.113 2.344 0.931  -1.653
C -0.448 2.288 -1.057  -1.626
C 0.309 1.329 -1.994  1.684
C -0.603 0.195 -2.474  -0.776
C 0.908 2.068 -3.211  -1.704
H 1.035 -2.271 3.098  0.416
H 1.592 -0.832 2.211  -0.072
H 1.106 -0.704 3.906  0.422
H 4.511 -2.782 3.582  0.329
H 2.968 -3.639 3.547  0.369
H 3.628 -1.882 1.185  0.341
H 4.616 -3.296 1.418  0.514
H 3.042 -4.738 0.693  0.475
H 1.760 -3.997 1.604  0.363
H 2.607 -2.333 -0.700  0.522
H 2.113 -3.931 -1.197  0.438
H 0.353 -2.021 -1.083  -0.755
H 0.344 -2.278 0.637  -0.276
H 0.109 -4.873 -0.562  0.332
H -0.965 -3.828 -1.452  0.483
H -1.444 -3.255 1.315  0.150
H -1.360 -5.001 1.174  0.480
H -2.988 -4.590 -0.911  0.424
H -3.595 -4.720 0.738  0.404
H -2.880 -2.026 -0.450  -0.447
H -4.422 -2.783 -0.773  0.390
H -5.258 -2.094 1.249  0.406
H -3.958 -2.907 2.113  0.412
H -4.702 1.077 1.674  -0.442
H -2.670 -0.050 3.457  -0.449
H 0.040 -0.101 0.338  -0.771
H -0.549 0.465 1.902  0.580
H -1.015 2.653 0.963  0.387
H 1.280 3.423 0.897  0.443
H 1.293 1.991 1.948  0.449
H 1.858 1.889 0.272  0.156
H -1.510 2.259 -1.307  0.308
H -0.094 3.311 -1.231  0.579
H 1.137 0.874 -1.441  -0.076
H -1.119 -0.284 -1.643  -0.445
H -1.346 0.599 -3.164  0.183
H -0.013 -0.551 -3.017  0.407
H 0.736 1.505 -4.130  0.360
H 0.432 3.042 -3.342  0.341
H 1.983 2.221 -3.104  0.363
C 4.226 4.490 4.726  -0.563
C 4.970 3.232 4.281  -0.624
C 3.931 2.150 4.551  -0.125
O 2.660 2.767 4.358  -0.370
C 2.807 4.180 4.262  -0.358
H 4.618 5.409 4.291  0.338
H 4.258 4.584 5.814  0.248
H 5.192 3.285 3.213  0.272
H 5.904 3.061 4.817  0.374
H 3.998 1.783 5.581  0.224
H 4.012 1.296 3.878  0.115
H 2.656 4.485 3.220  0.176
H 2.039 4.654 4.873  0.318
C -4.566 1.582 -6.542  -0.575
C -3.817 2.908 -6.426  -0.580
C -3.155 2.763 -5.060  -0.414
O -2.894 1.372 -4.894  -0.281
C -3.583 0.619 -5.887  -0.529
H -4.810 1.302 -7.567  0.332
H -5.494 1.623 -5.968  0.272
H -3.059 2.984 -7.209  0.275
H -4.462 3.783 -6.488  0.348
H -3.820 3.100 -4.258  0.288
H -2.213 3.307 -4.976  0.220
H -2.858 0.237 -6.616  0.302
H -4.068 -0.232 -5.407  0.292

Atomic forces in eV per Å
C 0.1 0.0 0.0
O 0.0 0.0 0.0
C 0.0 0.0 -0.2
C 0.0 -0.2 0.1
C 0.1 0.0 -0.1
C 0.0 0.1 0.1
C 0.0 -0.2 -0.2
C 0.0 0.2 0.1
C 0.1 -0.1 -0.1
C -0.1 0.1 0.0
C 0.0 -0.1 0.0
C 0.2 0.4 -0.2
In -0.3 0.0 0.1
O 0.1 -0.1 0.1
C -0.2 0.0 -0.1
C -0.1 0.0 0.0
C 0.0 0.0 -0.2
C 0.2 0.1 0.1
C -0.1 -0.1 -0.1
C 0.2 0.1 0.0
C -0.1 -0.1 0.1
H 0.0 -0.1 0.0
H 0.0 -0.1 0.0
H 0.0 0.1 0.0
H 0.0 0.0 0.1
H -0.1 0.0 0.0
H -0.1 0.1 0.1
H 0.0 0.0 -0.1
H 0.0 0.0 0.1
H -0.1 0.0 0.0
H 0.1 0.0 0.0
H 0.0 0.0 -0.1
H -0.1 0.0 0.0
H 0.1 0.1 0.1
H 0.0 -0.1 0.0
H 0.0 0.0 0.0
H -0.1 0.0 0.1
H 0.1 0.0 0.1
H 0.1 -0.1 0.0
H -0.1 0.0 -0.1
H 0.0 0.0 0.0
H -0.1 0.1 0.0
H -0.1 -0.1 0.1
H 0.0 0.0 0.1
H 0.0 0.0 -0.1
H 0.1 0.0 -0.1
H 0.1 0.0 0.0
H 0.1 0.0 0.0
H 0.0 0.1 0.0
H 0.0 0.0 0.1
H 0.0 0.0 0.0
H 0.1 -0.1 0.1
H 0.0 0.0 0.0
H 0.0 0.0 0.0
H 0.0 0.0 0.0
H -0.1 0.0 0.0
H -0.1 -0.1 0.0
H 0.0 0.0 0.0
H 0.1 0.0 0.0
H 0.0 0.0 0.0
H 0.0 0.1 0.0
C 0.0 0.0 0.0
C 0.0 0.0 0.0
C 0.0 0.0 0.0
O -0.1 0.0 0.0
C 0.0 0.0 0.0
H 0.0 0.0 0.0
H 0.0 0.0 0.0
H 0.0 0.0 0.0
H 0.0 0.0 0.0
H 0.0 0.0 0.0
H 0.0 0.0 0.0
H 0.0 0.0 0.0
H 0.0 0.0 0.0
C 0.0 0.0 0.0
C 0.0 0.0 0.0
C 0.0 0.0 0.0
O 0.0 0.0 -0.1
C 0.0 0.0 0.0
H 0.0 0.0 0.0
H 0.0 0.0 0.0
H 0.0 0.0 0.0
H 0.0 0.0 0.0
H 0.0 0.0 0.0
H 0.0 0.0 0.0
H 0.0 0.0 0.0
H 0.0 0.0 0.0



(2)
Computed, not measured: C26H58P4RuSe as an isolated structure, with ωB97M-V/def2-TZVPD.

The net charge is +4. Its expectation value of S² is 6.036. The energy relative to the best compared isomer or geometry (same formula, charge and spin) comes out at 11.06 kcal per mole. The electronic energy is -132943.0612 eV. Its multiplicity is 5. The LUMO energy (alpha / beta) comes out at -0.45520 / -0.50118 Eh. The calculation puts the gap between HOMO and LUMO (alpha / beta) at 6.89 / 6.17 eV.

Last column: Mulliken charge in e.
Element x y z (Å)
Ru 0.050 -0.176 -0.134  0.053
P 2.222 0.262 0.450  1.199
P -0.212 0.595 -2.276  0.655
P 0.227 -2.295 -0.656  0.893
H -2.456 0.087 1.146  0.276
C -1.752 -0.737 0.989  -0.599
C -0.618 -0.750 1.864  0.898
H -0.577 0.038 2.611  -1.577
C 2.801 1.770 1.350  -1.024
C 3.486 0.253 -0.890  -1.379
C 2.895 -1.022 1.590  -1.152
C -1.900 0.471 -2.986  -1.433
C 0.185 2.302 -2.859  -0.803
C 0.796 -0.254 -3.553  -1.341
C 0.095 -3.536 0.677  -1.500
C 1.755 -2.847 -1.486  -1.405
C -1.105 -2.848 -1.779  -1.168
H -2.186 -1.696 0.671  0.395
H -0.201 -1.716 2.171  0.457
H 2.192 1.944 2.241  -0.195
H 2.757 2.668 0.730  0.394
H 3.851 1.629 1.661  0.605
H 3.343 1.116 -1.550  0.379
H 3.444 -0.671 -1.472  0.383
H 4.485 0.335 -0.429  0.537
H 2.361 -1.011 2.544  0.147
H 3.955 -0.795 1.788  0.591
H 2.827 -2.022 1.152  0.330
H -1.869 0.819 -4.031  0.448
H -2.602 1.106 -2.434  0.446
H -2.260 -0.559 -2.969  0.342
H 0.069 2.413 -3.943  0.737
H 1.222 2.536 -2.592  0.364
H -0.492 3.025 -2.392  -0.066
H 0.576 0.241 -4.513  0.594
H 0.540 -1.311 -3.629  0.419
H 1.858 -0.118 -3.322  0.366
H 0.168 -4.522 0.201  0.567
H -0.865 -3.454 1.194  0.437
H 0.916 -3.422 1.394  0.356
H 1.566 -3.890 -1.779  0.560
H 2.608 -2.815 -0.805  0.410
H 1.967 -2.259 -2.382  0.348
H -0.980 -3.936 -1.877  0.593
H -1.031 -2.388 -2.767  0.349
H -2.090 -2.637 -1.347  0.208
C -6.354 -1.440 -0.623  0.556
C -5.769 -1.434 0.659  0.475
C -6.449 -1.944 1.758  -0.587
C -7.745 -2.470 1.606  -0.406
C -8.345 -2.477 0.334  -0.654
C -7.659 -1.968 -0.762  -0.382
Se -5.446 -0.774 -2.147  0.374
H -4.202 -0.372 -1.372  -0.034
H -4.765 -1.018 0.767  -0.007
H -5.980 -1.936 2.744  0.400
H -8.279 -2.868 2.472  0.435
H -9.350 -2.884 0.212  0.428
H -8.121 -1.972 -1.754  0.382
C -1.753 4.183 -0.442  -1.968
C -0.506 3.430 -0.036  3.853
C 0.798 4.070 -0.493  -1.472
P -0.374 3.000 1.782  0.458
C -0.195 2.093 3.749  0.106
C 0.888 1.144 4.206  -1.385
C -1.590 1.682 4.154  -1.162
C -0.790 4.653 2.514  0.739
C 0.057 5.811 1.978  -1.896
C -2.293 4.912 2.523  -1.335
H -1.718 5.235 -0.120  0.330
H -2.640 3.732 0.007  0.486
H -1.901 4.180 -1.528  0.457
H -0.550 2.412 -0.472  -2.736
H 1.185 4.745 0.278  0.423
H 1.572 3.314 -0.678  -0.025
H 0.658 4.642 -1.408  0.431
H 0.068 3.052 4.198  0.738
H 1.855 1.626 4.154  0.530
H 0.712 0.862 5.255  0.424
H 0.983 0.203 3.657  0.077
H -2.027 0.904 3.527  0.210
H -1.606 1.307 5.184  0.439
H -2.251 2.546 4.095  0.308
H -0.489 4.524 3.558  0.472
H -0.163 6.064 0.936  0.378
H -0.204 6.668 2.611  0.539
H 1.121 5.588 2.072  0.408
H -2.882 4.038 2.817  0.278
H -2.450 5.719 3.236  0.457
H -2.651 5.245 1.551  0.366

Atomic forces in eV per Å
Ru -0.1 0.5 0.7
P 3.0 0.2 0.7
P -0.4 1.1 -3.2
P 0.4 -2.0 -1.0
H 0.2 -0.1 -0.4
C 0.4 -0.5 1.7
C -2.2 -0.1 0.2
H 0.3 -0.2 -0.5
C -0.4 0.1 0.1
C -0.2 -0.1 0.0
C -0.1 0.0 -0.1
C -0.1 -0.2 0.1
C 0.0 0.2 0.7
C -0.1 -0.1 0.1
C 0.1 0.3 0.1
C -0.3 0.1 -0.1
C 0.1 0.0 0.1
H 0.2 0.5 -0.1
H 0.2 0.6 -0.3
H 0.2 0.0 -0.2
H 0.0 -0.2 0.0
H -0.4 -0.1 -0.2
H 0.0 -0.1 0.0
H 0.1 0.2 0.0
H -0.4 0.0 -0.1
H 0.1 -0.1 -0.1
H -0.3 -0.1 -0.1
H 0.0 0.1 0.1
H 0.1 -0.1 0.4
H 0.1 0.0 0.0
H 0.0 0.1 0.0
H 0.0 -0.4 0.2
H -0.3 0.1 -0.2
H 0.3 -0.2 -0.3
H 0.1 -0.2 0.4
H 0.2 0.1 -0.1
H -0.2 -0.1 -0.1
H 0.0 0.2 0.1
H 0.1 -0.2 0.0
H -0.2 -0.1 -0.1
H 0.2 0.2 0.0
H -0.1 -0.1 -0.1
H 0.0 -0.2 0.2
H -0.1 0.2 -0.1
H 0.0 -0.1 0.2
H 0.2 -0.1 -0.1
C 0.3 0.2 -0.5
C 0.3 -0.1 1.0
C 0.8 0.4 -0.4
C -0.1 0.0 -0.2
C 0.1 0.1 -0.5
C -0.8 -0.3 -0.3
Se -0.1 -0.3 1.5
H -0.9 -0.3 -0.4
H -0.3 -0.2 0.1
H -0.2 0.0 -0.3
H 0.1 0.1 -0.3
H 0.3 0.2 0.0
H 0.0 -0.1 0.4
C -0.7 0.4 0.5
C 0.6 -2.1 -0.8
C 0.9 0.1 0.6
P -0.4 1.9 2.0
C 0.1 -0.7 1.2
C 0.6 -0.3 -0.9
C -0.7 0.4 -0.6
C 0.5 -0.6 0.4
C -0.5 0.2 0.1
C -0.2 0.3 -0.2
H 0.0 -0.5 -0.3
H -0.1 0.1 -0.1
H 0.3 -0.1 0.1
H -0.1 0.3 -0.2
H 0.0 -0.2 -0.5
H -0.3 0.3 0.0
H -0.1 0.1 0.0
H -0.1 0.0 -0.5
H 0.2 0.1 0.2
H -0.2 0.3 -0.2
H -0.2 0.1 0.2
H 0.1 -0.1 0.1
H 0.3 0.2 -0.1
H -0.1 -0.1 0.2
H -0.1 0.3 -0.2
H 0.0 0.1 0.4
H 0.3 0.0 -0.3
H 0.0 0.3 0.1
H 0.0 0.2 0.1
H -0.3 0.0 0.1
H -0.1 0.1 0.3